Version P
A cluster of 3 separate species, C2H10NO3 in total, computed with wB97M-V/def2-TZVPD.

```
! wB97M-V def2-TZVPD RIJCOSX def2/J DEFGRID3
* xyz -1 1
C 1.2888 0.0228 1.2348
N 0.7550 -1.0839 0.4485
C 0.2207 -0.7163 -0.8694
O -0.8730 0.0980 -0.8098
H 0.4805 0.7991 1.5545
H 1.9904 -0.4383 2.0467
H 1.9579 0.5338 0.5419
H 0.0940 -1.5979 0.9892
H 1.0853 -0.1749 -1.3455
H 0.0800 -1.6762 -1.3545
H 0.9726 2.6050 -1.6301
H -0.3432 1.7371 -0.9552
O 0.2613 2.6327 -1.0297
H -2.0134 -0.7749 -0.1096
H -3.1654 -0.6584 0.9467
O -2.7915 -1.3079 0.3416
*
```

Its HOMO energy is -3.99 eV. The HOMO-LUMO gap comes out at 0.3004 Ha.

=====

Version Q
A cluster of 3 separate species, C2H10NO3 in total, computed with wB97M-V/def2-TZVPD.

```
! wB97M-V def2-TZVPD RIJCOSX def2/J DEFGRID3
* xyz -1 1
C 0.5713 0.4571 -0.1838
O -0.5274 -0.1982 0.3255
C 1.3800 -0.4821 -1.1582
N 1.2108 -1.9047 -0.7524
H 1.2260 0.8402 0.6237
H 0.3595 1.3794 -0.7635
H 2.4340 -0.1932 -1.1801
H 0.8784 -0.2749 -2.1088
H 0.7673 -2.3183 -1.5713
H 0.3775 -1.7850 -0.1445
H -1.9762 0.4591 -0.2090
H -3.1875 0.4760 -1.1003
O -2.8068 0.9964 -0.3856
H -0.0579 0.4329 3.4963
H -0.3173 0.8943 2.0956
O -0.3317 1.2210 3.0165
*
```

Its HOMO energy is -3.92 eV. The HOMO-LUMO gap comes out at 0.3020 Ha.

=====

Of them, version Q has the highest stability.

=====

Version P
A structure of composition C24H29N6O5PdS2, computed with wB97M-V/def2-TZVPD.

```
! wB97M-V def2-TZVPD RIJCOSX def2/J DEFGRID3
* xyz 1 5
Pd 0.7743 0.1584 0.0660
O -1.4599 0.4175 -5.1566
C -1.1492 1.6804 -4.8335
C -1.4959 2.6520 -5.7764
C -1.2135 3.9779 -5.5511
C -0.5742 4.3881 -4.3756
C -0.2299 3.4452 -3.4437
C -0.5036 2.0769 -3.6406
C -0.0894 1.1659 -2.5772
O 0.5287 1.5744 -1.5828
N -0.4366 -0.1739 -2.7367
N 0.0014 -0.9707 -1.7919
C -0.4596 -2.2225 -1.9390
S -1.6618 -2.5917 -3.1078
C -1.4947 -4.3867 -2.9314
C -1.1285 -4.6581 -1.4895
S 0.2076 -3.5172 -1.0550
H -1.1836 -0.1696 -4.4276
H -1.9876 2.3247 -6.6818
H -1.4918 4.7112 -6.2968
H -0.3562 5.4327 -4.2059
H 0.2618 3.7327 -2.5245
H -0.7249 -4.7320 -3.6211
H -2.4498 -4.8357 -3.1985
H -0.7708 -5.6748 -1.3362
H -1.9539 -4.4322 -0.8142
C 1.5820 -3.9982 2.7440
N 0.4340 -3.1376 2.9983
C -0.4645 -3.4256 4.1146
C 0.2661 -2.0236 2.2969
O 1.0099 -1.6749 1.3740
H 1.3433 -5.0096 3.0628
H 2.4637 -3.6551 3.2877
H 1.8107 -3.9955 1.6812
H -0.3520 -4.4697 4.3930
H -1.4991 -3.2601 3.8189
H -0.2354 -2.8119 4.9864
H -0.6099 -1.4339 2.5822
C 2.2054 3.3597 0.1500
C 2.9006 2.3661 0.9921
C 3.8182 2.6737 2.0533
C 4.2468 1.4857 2.5468
C 3.5840 0.4663 1.7714
C 3.8464 -0.9871 1.8890
N 2.7621 1.0160 0.8581
H 2.6352 4.3480 0.2984
H 1.1455 3.3875 0.4171
H 2.2610 3.0858 -0.9026
H 4.1038 3.6682 2.3549
H 4.9595 1.3013 3.3345
H 4.9225 -1.1556 1.9593
H 3.4388 -1.5367 1.0463
H 3.4021 -1.3793 2.8083
C -2.2567 3.0314 2.8292
N -2.3531 1.7562 2.1278
C -3.5244 1.0474 2.0584
C -3.6148 -0.1205 1.4062
C -2.4427 -0.6596 0.7298
O -2.4377 -1.7523 0.1641
N -1.3139 0.1214 0.7829
C -1.2408 1.2697 1.4864
O -0.1504 1.8680 1.5591
H -3.1615 3.1711 3.4147
H -2.1504 3.8521 2.1212
H -1.3908 3.0267 3.4862
H -4.3646 1.4896 2.5763
H -4.5371 -0.6782 1.3703
*
```

Its HOMO energy (spin up / spin down) is -10.78 / -10.83 eV. The HOMO-LUMO gap (spin up / spin down) comes out at 0.2986 / 0.2149 Ha.

=====

Version Q
A structure of composition C24H29N6O5PdS2, computed with wB97M-V/def2-TZVPD.

```
! wB97M-V def2-TZVPD RIJCOSX def2/J DEFGRID3
* xyz 1 5
Pd -0.8211 -0.4544 0.5448
O 0.6169 4.6181 -1.5156
C -0.1558 4.8924 -0.4519
C -0.3206 6.2459 -0.1493
C -1.0888 6.6327 0.9231
C -1.7191 5.6850 1.7382
C -1.5625 4.3550 1.4504
C -0.7879 3.9236 0.3533
C -0.7030 2.4825 0.1439
O -1.2416 1.6738 0.9039
N 0.0484 2.0676 -0.9766
N 0.0006 0.7792 -1.1934
C 0.7950 0.3868 -2.1903
S 0.7959 -1.2641 -2.6369
C 1.7707 -0.9995 -4.1409
C 2.7371 0.1307 -3.8538
S 1.8035 1.4624 -3.0571
H 0.6634 3.6511 -1.6246
H 0.1748 6.9691 -0.7821
H -1.2040 7.6875 1.1371
H -2.3185 5.9966 2.5815
H -2.0322 3.5979 2.0630
H 1.0919 -0.7529 -4.9569
H 2.2861 -1.9311 -4.3687
H 3.1799 0.5264 -4.7662
H 3.5248 -0.1768 -3.1660
C -0.0277 -5.0622 -1.1311
N 0.9631 -4.3628 -0.3252
C 2.3133 -4.8980 -0.1853
C 0.6634 -3.1790 0.1966
O -0.4342 -2.6278 0.0494
H 0.1837 -6.1282 -1.1042
H -0.0118 -4.7220 -2.1687
H -1.0188 -4.8763 -0.7266
H 2.2823 -5.9727 -0.3441
H 2.6897 -4.7151 0.8194
H 2.9992 -4.4589 -0.9111
H 1.4609 -2.7199 0.7912
C -3.2294 -2.2572 2.0518
C -3.7372 -1.5044 0.8864
C -5.1025 -1.3970 0.4421
C -5.0841 -0.6144 -0.6665
C -3.7056 -0.2546 -0.8848
C -3.1793 0.6019 -1.9722
N -2.9215 -0.8062 0.0622
H -4.0229 -2.8349 2.5197
H -2.7907 -1.5819 2.7906
H -2.4232 -2.9260 1.7409
H -5.9485 -1.8652 0.9185
H -5.9118 -0.3092 -1.2859
H -3.9241 0.7428 -2.7525
H -2.2820 0.1597 -2.4059
H -2.9096 1.5870 -1.5799
C 4.7153 0.3602 1.7828
N 3.3357 0.0334 2.1244
C 2.9552 -0.1760 3.4194
C 1.6904 -0.4698 3.7742
C 0.7195 -0.5346 2.7155
O -0.4975 -0.8091 2.8553
N 1.1284 -0.2947 1.4449
C 2.4071 -0.0303 1.0842
O 2.7740 0.1320 -0.0768
H 5.3338 0.2150 2.6646
H 4.7940 1.3937 1.4487
H 5.0605 -0.2873 0.9811
H 3.7508 -0.0957 4.1481
H 1.4082 -0.6397 4.8002
*
```

Its HOMO energy (spin up / spin down) is -10.80 / -10.83 eV. The HOMO-LUMO gap (spin up / spin down) comes out at 0.2988 / 0.2144 Ha.

=====

Of them, version Q has the highest stability.

=====

Version P
The molecule C5H12N2S, computed with wB97M-V/def2-TZVPD.

```
! wB97M-V def2-TZVPD RIJCOSX def2/J DEFGRID3
* xyz 0 1
C 1.2145 1.9230 0.3535
C 0.2458 0.7282 0.4859
C -0.6710 0.2254 -0.6757
N -2.1171 0.5368 -0.8170
C -0.3576 -1.1727 -0.3615
N -1.3882 -1.6422 0.5652
C 0.8745 -0.7275 0.4220
S 2.4428 -0.7165 -0.5347
H 1.7488 2.1662 1.2791
H 0.5380 2.8436 0.0185
H 1.9664 1.8913 -0.5018
H -0.2918 0.7430 1.3779
H -0.0973 0.4685 -1.6488
H -2.4398 0.7270 0.2087
H -2.1916 1.5023 -1.1589
H -0.1366 -1.8547 -1.2321
H -1.1703 -2.5244 1.0601
H -2.2071 -1.7868 0.0234
H 1.0494 -1.2238 1.3558
H 2.9882 -2.1067 -0.2195
*
```

Its HOMO energy is -8.97 eV. The HOMO-LUMO gap comes out at 0.3553 Ha. Its SMILES is C[C@H]1[C@H](N)[C@H](N)[C@H]1S.

=====

Version Q
The molecule C5H12N2S, computed with wB97M-V/def2-TZVPD.

```
! wB97M-V def2-TZVPD RIJCOSX def2/J DEFGRID3
* xyz 0 1
C -3.3637 0.0957 0.3507
C -2.2225 0.8131 -0.3065
N -1.0466 0.3592 -0.5978
S -0.7923 -1.3251 -0.1302
C 0.9342 -1.4519 -0.6560
C 1.9492 -0.9758 0.3013
C 1.8962 0.5071 0.6320
N 1.9802 1.3558 -0.5466
H -3.0826 -0.2079 1.3602
H -4.2686 0.7084 0.4158
H -3.6824 -0.7572 -0.2450
H -2.3759 1.8644 -0.5196
H 1.0776 -0.9461 -1.6054
H 1.0217 -2.5315 -0.7916
H 2.9750 -1.1474 -0.0717
H 1.8090 -1.5755 1.2025
H 2.8419 0.7442 1.1335
H 0.9948 0.7336 1.2686
H 1.1057 1.4532 -1.0000
H 2.2489 2.2837 -0.1940
*
```

Its HOMO energy is -8.56 eV. The HOMO-LUMO gap comes out at 0.3469 Ha. Its SMILES is C/C=N\SCCCN.

=====

Of them, version Q has the highest stability.